Density functional theory data (ωB97M-V/def2-TZVPD) for a molecular structure, C33H80F2N9O10S2V at a distorted geometry.

Last column: Mulliken spin population.
Atoms and positions in Å:
V: -3.2907 -0.2433 -0.9410  1.253
S: -0.4036 -1.3729 0.1848  0.010
S: -0.2948 1.1625 0.1168  0.015
F: -1.2692 2.3238 -0.2335  0.003
F: -1.2907 -2.5308 -0.5193  0.016
O: 3.4982 1.9091 4.8637  0.000
O: -0.5704 -1.6884 1.5574  0.000
O: -3.8619 1.4000 0.1834  0.021
O: -0.0159 1.3556 1.4954  0.001
O: -3.4909 -2.0026 -2.1272  0.011
O: 0.7842 -1.5829 -0.5387  -0.003
O: 0.7723 1.2942 -0.7972  -0.001
O: 4.8912 6.0313 -1.9756  0.000
O: -4.0448 -1.5969 0.4992  -0.035
O: -3.0046 0.6102 -2.2579  -0.287
N: -3.9618 1.9779 2.3697  0.011
N: 2.8726 -0.1638 4.1692  0.000
N: 1.2120 -5.5765 1.8120  0.000
N: -1.7765 -2.8926 -3.3580  0.001
N: -4.5737 -3.4892 1.6413  0.000
N: -1.3201 -0.0581 -0.2619  -0.032
N: 5.2320 -1.5708 -1.9402  0.000
N: -4.5508 6.7226 -2.4662  0.000
N: 4.0086 4.4025 -0.6383  0.000
C: 4.9485 5.2867 -1.0246  0.000
C: -2.8170 5.4983 -1.0652  0.000
C: -4.8444 -2.5014 0.8088  0.000
C: 1.9887 -4.3440 1.7462  0.000
C: 2.7746 1.1799 4.2099  0.000
C: -4.4228 2.9430 3.3427  -0.001
C: 0.8143 -5.9575 3.1643  0.000
C: 2.0328 -0.9877 3.3289  0.000
C: -1.1196 -4.1269 -3.7546  0.000
C: -0.0675 -4.9828 3.9158  0.000
C: -3.0630 0.9173 2.8237  0.004
C: 5.5058 -1.0470 -0.6109  0.001
C: -5.5319 -4.5423 1.8906  0.000
C: -3.5518 7.1082 -3.4694  0.000
C: -3.2669 -3.6124 2.2277  0.001
C: -4.1850 5.4919 -1.8043  0.000
C: 3.1618 -4.3295 2.7037  0.000
C: 4.1485 3.5620 0.5457  0.000
C: 7.2671 -1.7696 -3.3507  0.000
C: -0.9581 -1.6876 -3.4806  0.012
C: 0.5446 -5.7175 -0.5643  0.000
C: -3.3793 6.0312 -4.5368  0.000
C: 3.0589 -0.4923 -2.5949  0.000
C: 3.8289 -1.7685 -2.2527  0.001
C: -4.7368 7.7984 -1.4909  0.000
C: -2.9358 -2.9430 -2.7319  0.002
C: 0.1053 -5.5108 0.8863  0.000
C: 6.0364 -0.9450 -2.9684  0.000
C: 4.7663 -1.7824 0.4868  -0.001
C: 2.8490 4.1459 -1.4476  0.000
C: -4.2252 2.1602 1.1047  0.002
C: 3.9432 -0.8459 4.8422  0.000
C: -5.7189 8.8521 -1.9752  0.000
H: 6.3694 0.0506 -2.6487  0.000
H: 4.4710 2.5613 0.2494  0.000
H: 1.7188 -6.2463 3.6994  0.000
H: 7.5290 -1.5661 -4.3978  0.000
H: -0.2422 -4.3100 -3.1261  0.000
H: -2.5623 5.3736 -4.2336  0.000
H: -0.8183 -4.5736 3.2333  0.000
H: 5.7690 5.3424 -0.2792  0.000
H: -1.5584 -0.7944 -3.3589  -0.002
H: 3.1770 3.5125 1.0379  0.000
H: -3.5933 3.2845 3.9634  0.000
H: -0.6556 -6.2575 1.1344  0.000
H: -0.5052 -1.6777 -4.4720  0.000
H: 2.0211 -0.7958 -2.7490  0.000
H: 3.1151 4.4831 -2.4530  0.000
H: -3.2743 -3.5301 3.3165  0.000
H: -2.8035 4.8496 -0.1841  0.000
H: -3.0788 6.4609 -5.4923  0.000
H: 2.4867 -4.2094 0.7835  0.000
H: 2.9772 -4.4531 3.7730  0.000
H: -0.4710 -5.4580 4.8091  0.000
H: -2.4116 6.4721 -0.8136  0.000
H: -5.8486 -2.5647 0.3810  0.000
H: 3.6122 -1.8164 5.2149  0.000
H: 3.6212 -3.3354 2.7118  0.000
H: 1.3704 -6.4275 -0.5509  0.000
H: 4.3667 -0.2398 5.6351  0.000
H: -0.4153 -4.5366 0.9787  0.000
H: 3.9417 -5.0133 2.3691  0.000
H: -3.4111 -3.9231 -2.8001  0.000
H: 1.9724 4.6612 -1.0544  0.000
H: 3.6946 -1.5749 0.5452  0.000
H: 0.8756 -4.7802 -1.0167  0.000
H: -2.5652 7.3346 -3.0359  0.000
H: 5.1825 -1.5039 1.4619  0.000
H: 4.7421 -1.0732 4.1214  0.000
H: -2.6305 -2.7892 1.9037  0.001
H: -4.9211 5.2535 -1.0260  0.000
H: 1.5669 -1.7781 3.9180  0.000
H: -3.9352 8.0459 -3.8736  0.000
H: -6.0262 9.5484 -1.1970  0.000
H: 0.2806 -6.9030 3.0237  0.000
H: -2.7301 -4.5174 1.9405  0.000
H: 3.8616 -2.3864 -3.1595  0.000
H: 4.8519 3.9934 1.2554  0.000
H: -4.2070 4.6264 -2.4664  0.000
H: -0.2784 -6.1039 -1.1672  0.000
H: 1.3543 -3.4647 1.9499  0.000
H: -2.1243 4.9762 -1.7360  0.000
H: 5.1885 0.0105 -0.5599  0.000
H: -4.8592 3.0235 0.8944  0.000
H: -3.3605 0.6630 3.8391  0.000
H: 5.4295 -0.8421 -3.8695  0.000
H: 7.0639 -2.8403 -3.3531  0.000
H: 2.6181 -1.3735 2.4913  0.000
H: 3.1032 0.2405 -1.7878  0.000
H: -0.7359 -4.1116 -4.7734  0.000
H: 4.8880 -2.8702 0.4592  0.000
H: -4.8861 3.7925 2.8491  0.000
H: -5.6094 -4.6825 2.9740  0.000
H: 3.4436 -0.0175 -3.4951  0.000
H: 2.6225 3.0906 -1.6137  0.000
H: 1.2434 -0.3777 2.8899  0.000
H: -2.0261 1.2531 2.8146  -0.001
H: -4.2949 5.4631 -4.6839  0.000
H: -1.7955 -4.9674 -3.6118  0.000
H: -5.1620 2.5291 4.0328  0.001
H: 6.5728 -1.1934 -0.4420  0.000
H: -3.7741 8.2998 -1.2958  0.000
H: 3.3447 -2.3533 -1.4744  -0.001
H: -6.4955 -4.3486 1.4370  0.000
H: 0.4495 -4.0910 4.2898  0.000
H: -5.1268 -5.5158 1.5993  0.000
H: -0.1301 -1.7251 -2.7732  -0.004
H: -3.1756 0.0452 2.1869  0.001
H: -6.6469 8.3639 -2.2876  0.000
H: -5.3144 9.3621 -2.8478  0.000
H: 8.1719 -1.5349 -2.7914  0.000
H: 1.9659 1.5726 3.5717  0.000
H: -5.0756 7.4069 -0.5297  0.000

Forces on atoms 1 to 3 (eV/Å):
V 1.23 1.93 -2.49
S -2.14 -3.08 -0.73
S -0.08 3.13 -0.85

Output
Spin multiplicity: 2
<S²>: 0.789
Lowest unoccupied orbital energy (spin up / spin down), eV: -4.303 / -3.825
HOMO (spin up / spin down), hartree: -0.3470 / -0.3470
HOMO-LUMO gap (spin up / spin down), eV: 5.14 / 5.62
Net charge: +1

=====

Density functional theory data (ωB97M-V/def2-TZVPD) for a molecular structure, C33H80F3Na2O19S at a distorted geometry.

Last column: Mulliken charge in e.
Atoms and positions in Å:
S: -2.9170 3.7451 -1.0535  1.046
Na: -8.4928 6.0762 -1.8771  0.997
Na: -2.1259 8.8729 -3.8533  0.996
F: -3.2013 1.0716 -1.6813  -0.217
F: -2.7713 2.3368 -3.4202  -0.212
F: -1.1235 1.8702 -1.9785  -0.195
O: 3.0229 4.9832 -8.1358  -0.282
O: 7.4447 -2.2981 2.6451  -0.336
O: -3.9243 -8.6269 0.2688  -0.351
O: 4.1204 6.1664 4.3738  -0.292
O: -3.4670 7.0057 8.6647  -0.359
O: 0.1941 -3.3279 3.3714  -0.283
O: -2.0761 4.8091 -1.5757  -0.652
O: -2.7394 3.3824 0.3449  -0.621
O: 0.8224 6.2556 -6.5162  -0.353
O: 6.5078 6.3944 5.9188  -0.275
O: -5.4818 -6.2683 0.4172  -0.276
O: 4.0108 -3.6608 -5.3497  -0.317
O: -2.5758 3.9223 8.8846  -0.297
O: 1.3282 -4.6875 -4.2494  -0.370
O: -10.7256 -4.9394 -5.0029  -0.355
O: -4.3393 3.9810 -1.3275  -0.697
O: 1.7530 -5.7437 4.1055  -0.335
O: 7.0950 0.1331 0.7179  -0.311
O: -8.8714 -1.8869 -6.0496  -0.328
C: 2.0955 -4.9052 3.0146  -0.452
C: 1.8825 5.4065 -6.0068  -0.506
C: 8.1627 -1.9860 1.4963  -0.550
C: -3.0397 4.6530 7.8057  -0.536
C: 4.8856 -2.8416 -6.1292  -0.769
C: 4.8213 5.0548 4.9802  -0.587
C: -2.5353 -8.3534 0.2744  -0.571
C: -5.9761 -4.9332 0.4917  -0.715
C: -8.7036 -0.5422 -5.6489  -0.715
C: 4.2111 4.9078 -8.9106  -0.746
C: 7.3754 -1.2264 0.4972  -0.495
C: 2.9919 -2.9032 -4.8202  -0.548
C: 6.3227 5.3092 5.0334  -0.479
C: 6.1948 0.7308 -0.2004  -0.759
C: -0.2735 -2.0098 3.5370  -0.730
C: 2.6358 -5.5726 5.2153  -0.773
C: 1.5993 -3.4749 3.2834  -0.394
C: 1.9707 -5.8138 -4.8965  -0.646
C: 2.1401 -3.6522 -3.8413  -0.577
C: 3.1883 5.2837 -6.7699  -0.487
C: 7.5639 -1.2481 3.6343  -0.705
C: 0.0830 5.7193 -7.5808  -0.642
C: -9.5008 -2.7766 -5.1475  -0.251
C: -4.9046 -6.6677 -0.8257  -0.380
C: -4.7214 -8.1453 -0.8436  -0.648
C: -2.9957 2.5957 9.0874  -0.731
C: -12.0599 -4.5043 -4.6360  -0.712
C: -2.6208 6.1638 7.8666  -0.532
C: 7.8886 6.5477 6.3649  -0.784
C: -2.4277 2.1224 -2.1370  0.553
C: -3.0693 7.0620 10.0049  -0.634
C: -9.9795 -3.9779 -5.8511  -0.389
C: 2.8263 5.8306 3.9274  -0.729
H: 8.5826 -1.0518 3.9687  0.283
H: 7.8391 -1.3277 -0.4840  0.414
H: -3.7956 7.5921 10.6210  0.267
H: 7.2466 -0.3200 3.1588  0.261
H: -8.8029 -3.0645 -4.3613  0.246
H: -9.1319 -4.5963 -6.1464  0.232
H: -5.4899 -6.3714 -1.6961  0.382
H: 6.4869 5.6870 4.0242  0.251
H: -5.6628 -8.6370 -0.5981  0.262
H: 4.9458 4.2221 -8.4884  0.284
H: 9.1182 -1.5240 1.7444  0.356
H: -4.0025 -6.1348 -1.1263  0.340
H: -9.6567 -0.1793 -5.2643  0.304
H: -6.4535 -4.6818 1.4388  0.254
H: -2.3926 -7.2943 0.0596  0.239
H: 2.0666 -5.7022 -5.9765  0.237
H: -2.1706 -9.0071 -0.5179  0.274
H: 6.9732 -1.3230 4.5473  0.292
H: -5.1955 -4.1957 0.3048  0.291
H: 5.4614 -3.4908 -6.7888  0.254
H: 6.8501 4.3745 5.2240  0.418
H: 5.5014 -2.2518 -5.4502  0.282
H: -0.5454 6.4829 -8.0391  0.253
H: -2.7899 2.0306 8.1783  0.304
H: -8.0513 -0.4180 -4.7845  0.303
H: 2.5703 -6.5563 5.6802  0.294
H: 2.1857 5.5442 4.7614  0.289
H: 0.5623 5.2170 -8.4211  0.245
H: -8.3805 0.1252 -6.4477  0.260
H: -2.8814 4.2965 6.7879  0.458
H: 1.4191 4.4231 -5.9267  0.324
H: 4.6473 4.0959 4.4920  0.443
H: 3.8078 4.4943 -6.3441  0.370
H: -6.7647 -4.8307 -0.2538  0.275
H: -1.3493 -2.0811 3.6973  0.233
H: -0.1462 -1.4589 2.6051  0.302
H: 6.4444 -1.7665 0.3248  0.364
H: -12.1134 -3.5352 -4.1399  0.293
H: 6.1776 1.8201 -0.2345  0.266
H: 2.4632 -4.7400 5.8973  0.254
H: 2.2589 5.6554 -5.0146  0.332
H: -10.6411 -3.7385 -6.6837  0.327
H: 2.3614 6.6877 3.4403  0.246
H: -10.3265 -2.2449 -4.6747  0.240
H: -2.5200 2.0540 9.9049  0.244
H: -4.4761 -8.6547 -1.7755  0.410
H: 8.5240 6.7962 5.5148  0.309
H: 4.3937 5.0259 5.9825  0.314
H: 0.2095 -1.4740 4.3542  0.298
H: 8.0201 7.2649 7.1750  0.267
H: 4.6845 5.8874 -8.9768  0.329
H: -2.1036 7.5050 10.2480  0.281
H: -0.6421 5.0378 -7.1361  0.289
H: -12.7872 -4.5968 -5.4425  0.283
H: 3.1818 -4.8793 2.9289  0.345
H: 2.7943 -3.9324 -3.0158  0.345
H: 2.8071 5.0111 3.2090  0.300
H: 1.6781 -5.2979 2.0874  0.320
H: 3.2948 -1.9412 -4.4067  0.513
H: 2.3570 -2.3691 -5.5271  0.380
H: -2.6696 6.5859 6.8629  0.366
H: 5.1914 0.3366 -0.0395  0.311
H: 3.6769 -5.6103 4.8945  0.330
H: -4.1191 4.7450 7.9256  0.297
H: 2.0572 -2.8067 2.5540  0.357
H: -12.4059 -5.2741 -3.9463  0.262
H: 8.2945 5.6330 6.7969  0.308
H: 3.8672 4.6866 -9.9210  0.232
H: 2.9119 -6.1032 -4.4290  0.300
H: -2.1267 -8.6895 1.2274  0.216
H: 4.3157 -2.2597 -6.8535  0.330
H: -3.0230 6.0422 10.3869  0.230
H: 6.4909 0.5265 -1.2294  0.287
H: -4.0763 2.5228 9.2105  0.307
H: 8.4492 -2.8794 0.9416  0.322
H: 1.4683 -2.9314 -3.3752  0.333
H: 1.9648 -3.1978 4.2722  0.235
H: 3.8499 6.1369 -6.6203  0.359
H: -1.5510 6.1228 8.0715  0.337
H: 1.2937 -6.6672 -4.8593  0.254

Forces on atoms 1 to 3 (eV/Å):
S -1.14 -0.54 0.76
Na 0.20 -0.27 0.13
Na 0.25 -0.35 0.08

Output
Lowest unoccupied orbital energy, eV: -5.407
HOMO, hartree: -0.3662
HOMO-LUMO gap, eV: 4.56
Net charge: +1
Energy above the lowest of the compared OMol25 structures with the same formula, charge and spin, kcal/mol: 210.83

=====

Number 1: E_tot -122191.7885 eV. Number 2: E_tot -102219.8019 eV.